Arrangement 1

Below is an isolated molecule of C3H9NOS2, with properties calculated with ωB97M-V with the def2-TZVPD basis set.

Values from the calculation:
SMILES   N[C@H](CO)CSS
LUMO level   0.0040 hartree
Net charge   0
Kohn-Sham gap   0.3191 hartree
HOMO   -8.57 eV

Last column: Mulliken charge in e.
Cartesian coordinates (Å):
C  0.8696  -0.3947  -0.7432  -1.20
H  -1.6898  -1.2314  0.8793  0.24
S  3.3841  0.0855  0.6636  -0.18
S  2.3192  0.3909  -1.1392  -0.02
C  -1.6456  -0.5791  -0.0664  -0.37
H  -1.7664  -1.2749  -0.8547  0.32
H  -2.5233  1.1262  -0.1340  0.33
C  -0.3379  0.3023  -0.2677  0.39
H  -0.5757  1.0603  -1.1289  0.26
H  0.2630  0.4756  1.5947  0.26
H  0.4204  1.9076  0.8145  0.27
O  -2.8764  0.2093  -0.1217  -0.51
H  1.1174  -1.3162  -0.0315  0.29
H  2.5400  -0.8996  1.2703  0.14
N  -0.1732  1.1250  0.9299  -0.54
H  0.6745  -0.9868  -1.6650  0.32

Arrangement 2

Below is an isolated molecule of C3H9NOS2, with properties calculated with ωB97M-V with the def2-TZVPD basis set.

Values from the calculation:
SMILES   N[C@H](CO)CSS
LUMO level   -0.0061 hartree
Net charge   0
Kohn-Sham gap   0.3088 hartree
HOMO   -8.57 eV

Last column: Mulliken charge in e.
Cartesian coordinates (Å):
N  -1.6693  -0.0541  0.1920  -0.76
S  1.9037  -0.7514  -0.0120  -0.10
C  0.5494  -0.2061  -0.9950  -1.09
C  -0.8988  1.8963  -1.1228  -1.08
S  0.6121  -1.7848  1.5032  -0.22
H  -0.3794  -1.7887  0.6766  0.21
O  -2.0086  2.6434  -0.7681  -0.56
H  -2.8589  2.4691  -1.1657  0.33
H  -1.0363  1.3759  -2.0831  0.39
H  -0.0643  -1.0725  -1.1828  0.50
C  -0.4241  0.7303  -0.2350  0.75
H  -0.1050  1.1015  0.8127  0.42
H  -0.0796  2.5708  -1.3006  0.34
H  0.6112  0.2295  -2.0233  0.38
H  -2.5039  0.6585  0.0863  0.24
H  -1.4419  -0.2566  1.2376  0.25

Energies relative to the most stable structure, in hartree: arrangement 1 0.0000; arrangement 2 0.0161.

Arrangement 1

Below is a cluster of 2 separate species, C2H10NO in total, with properties calculated with ωB97M-V with the def2-TZVPD basis set.

Values from the calculation:
LUMO level   -0.1290 hartree
Net charge   +1
Kohn-Sham gap   0.4298 hartree
HOMO   -15.21 eV

Last column: Mulliken charge in e.
Cartesian coordinates (Å):
N  -0.0405  -0.1984  1.1444  -0.22
O  -1.3041  -0.6145  -1.2285  -0.61
H  1.0817  0.5735  2.7305  0.37
H  0.6784  -0.8851  -1.7985  0.31
H  0.0500  0.8295  -1.9242  0.30
C  0.7951  0.8658  1.7273  -0.82
H  -0.4521  -0.0343  0.1951  0.26
H  -0.8471  -0.3084  1.7677  0.42
H  1.6984  1.1266  1.1758  0.32
H  -1.8327  -1.2820  -1.6540  0.34
H  -0.2797  -0.4954  -3.0750  0.35
C  -0.1712  -0.2318  -2.0162  -0.73
H  0.3954  -1.1211  1.0783  0.38
H  0.2283  1.7757  1.8774  0.35

Arrangement 2

Below is a cluster of 2 separate species, C2H10NO in total, with properties calculated with ωB97M-V with the def2-TZVPD basis set.

Values from the calculation:
LUMO level   -0.1432 hartree
Net charge   +1
Kohn-Sham gap   0.3767 hartree
HOMO   -14.15 eV

Last column: Mulliken charge in e.
Cartesian coordinates (Å):
H  0.1608  0.9328  0.9023  0.34
H  -0.6163  -0.6130  0.4374  0.41
H  2.0366  1.6970  -0.3361  0.31
N  1.1503  -0.1980  -0.6942  -0.17
H  3.0271  0.5772  -1.3230  0.34
O  -3.9877  -1.1832  2.1047  -0.63
H  1.5849  1.3640  -2.0373  0.32
H  -3.7982  -2.1325  1.9278  0.33
H  -3.1450  -0.8249  2.4649  0.30
C  -0.0514  0.2552  0.0582  -0.94
C  1.9989  0.9189  -1.1169  -0.73
H  0.8056  -0.5959  -1.5934  0.38
H  -0.6789  0.7908  -0.6738  0.35
H  1.5133  -0.9884  -0.1204  0.40

Energies relative to the most stable structure, in hartree: arrangement 1 0.0000; arrangement 2 0.0065.

Arrangement 1

Below is a cluster of 2 separate species, C2H10NO in total, with properties calculated with ωB97M-V with the def2-TZVPD basis set.

Values from the calculation:
LUMO level   -0.1317 hartree
Net charge   +1
Kohn-Sham gap   0.4574 hartree
HOMO   -16.03 eV

Last column: Mulliken charge in e.
Cartesian coordinates (Å):
H  0.3480  0.5918  -0.6508  0.25
N  -0.3495  1.0625  -0.0809  -0.29
H  0.1461  -1.6255  0.6028  0.37
C  -0.9579  0.1419  1.0271  -0.31
H  1.4812  0.2673  -2.5841  0.31
H  -0.2047  -1.3948  2.2625  0.33
H  -1.4386  0.8147  1.7447  0.38
O  0.9641  -0.5369  -2.3998  -0.66
H  -1.7891  -0.3739  0.5129  0.29
H  1.1481  -0.4281  1.5473  0.39
C  0.1695  -0.8497  1.3653  -1.12
H  1.5293  -0.9754  -3.0628  0.33
H  -1.1012  1.4285  -0.6663  0.36
H  0.0547  1.8778  0.3820  0.38

Arrangement 2

Below is a cluster of 2 separate species, C2H10NO in total, with properties calculated with ωB97M-V with the def2-TZVPD basis set.

Values from the calculation:
LUMO level   -0.1337 hartree
Net charge   +1
Kohn-Sham gap   0.4473 hartree
HOMO   -15.81 eV

Last column: Mulliken charge in e.
Cartesian coordinates (Å):
N  1.6699  -1.6150  -0.8876  -0.54
O  0.1126  0.3558  -0.6497  -0.61
C  -1.2203  1.3754  1.1255  -1.21
H  1.2503  -2.4939  -0.6137  0.37
H  1.0023  -0.7202  -0.6489  0.37
C  -1.1833  0.3280  0.0570  0.05
H  0.6272  1.1138  -0.3438  0.34
H  -1.9200  0.5229  -0.7151  0.24
H  -1.9007  1.2502  1.9678  0.35
H  -1.3490  2.3948  0.7673  0.33
H  2.5389  -1.5431  -0.3600  0.38
H  1.8668  -1.6033  -1.8855  0.37
H  -0.2631  1.2933  1.6754  0.36
H  -1.2317  -0.6586  0.5113  0.22

Energies relative to the most stable structure, in hartree: arrangement 1 0.0068; arrangement 2 0.0000.